76
Properties=species:S:1:pos:R:3:mulliken_charge:R:1 method="wB97M-V/def2-TZVPD" total_charge=+3 lumo_ev="-11.776 / -11.776" homo_ev="-17.4 / -17.4" energy_ha=-3718.5111
Mo 0.26451 -0.79425 0.23591 -2.499
Cl -0.14076 -2.66793 -2.64414 -0.024
C 1.23395 -2.99122 -1.68024 0.776
C 1.59091 -2.03027 -0.70825 -0.540
C 2.90633 -2.09198 -0.21093 0.808
Cl 3.39980 -0.69644 0.65562 0.015
C 3.74690 -3.15190 -0.44354 -0.219
Cl 5.31548 -3.18815 0.21182 -0.101
C 3.27445 -4.20637 -1.26739 0.654
Cl 4.24507 -5.54391 -1.54110 -0.043
C 2.02390 -4.09980 -1.92046 -0.172
Cl 1.51849 -5.28680 -3.03185 -0.090
C 1.80478 -1.65262 3.64872 -1.690
C 1.04492 -0.50770 3.01746 2.656
C -0.29711 -0.23947 3.67936 -1.302
C 1.84335 0.74918 2.77763 0.407
C 2.79757 1.17668 3.67675 -0.781
C 3.43694 2.39888 3.47820 -1.609
C 3.14590 3.17771 2.37577 -0.869
C 2.19220 2.78704 1.43485 0.808
C 1.95761 3.62746 0.19568 0.681
C 3.26280 3.81794 -0.58828 -1.474
C 1.35102 4.98719 0.57257 -1.470
C 1.53973 1.57011 1.67185 0.373
N 0.49112 1.08772 0.83707 0.286
C -0.58519 1.83777 0.69265 -0.598
C -1.59560 1.27281 -0.10490 -0.734
N -1.31690 0.06550 -0.56965 0.132
C -2.26105 -0.58112 -1.41058 0.489
C -2.76745 0.02584 -2.57029 0.612
C -3.76905 -0.66497 -3.25299 -0.593
C -4.22464 -1.89294 -2.81638 -1.779
C -3.67319 -2.49886 -1.68792 -0.782
C -2.68197 -1.85747 -0.97888 0.765
C -2.09880 -2.44607 0.28464 2.188
C -1.97093 -3.95266 0.30944 -1.596
C -2.74707 -1.89379 1.54742 -1.330
C -2.21655 1.31284 -3.15210 0.635
C -1.59017 1.03841 -4.52711 -1.413
C -3.30244 2.39190 -3.24869 -1.514
H 1.26007 -2.59310 3.57087 0.402
H 1.92341 -1.44223 4.71357 0.509
H 2.79589 -1.77326 3.21606 0.387
H 0.76054 -0.94654 1.91405 0.179
H -0.10938 0.17682 4.67071 0.449
H -0.87181 -1.15584 3.81291 0.450
H -0.89616 0.49270 3.13601 0.228
H 3.03850 0.58023 4.54690 0.494
H 4.17417 2.73480 4.19522 0.469
H 3.67597 4.10908 2.22595 0.433
H 1.25984 3.10794 -0.46687 0.094
H 3.94552 4.48042 -0.05678 0.365
H 3.04901 4.27081 -1.55573 0.439
H 3.76952 2.86716 -0.76098 0.338
H 2.05784 5.57522 1.15719 0.375
H 0.43606 4.88751 1.16178 0.331
H 1.11712 5.55218 -0.32960 0.452
H -0.65916 2.79998 1.18591 0.659
H -2.55051 1.74655 -0.30130 0.679
H -4.17930 -0.22863 -4.15377 0.472
H -5.00788 -2.40024 -3.36404 0.421
H -4.04100 -3.46480 -1.36961 0.441
H -0.95164 -2.06850 0.32005 0.178
H -2.97296 -4.38418 0.31487 0.482
H -1.47072 -4.29356 1.21527 0.409
H -1.44457 -4.34095 -0.56027 0.379
H -3.79387 -2.20227 1.56114 0.410
H -2.73668 -0.80341 1.58622 0.324
H -2.27731 -2.29791 2.44437 0.393
H -1.41675 1.69166 -2.50926 0.018
H -2.35244 0.74336 -5.24787 0.367
H -0.84258 0.24493 -4.47261 0.300
H -1.10882 1.94142 -4.90088 0.445
H -4.06843 2.10901 -3.96998 0.372
H -2.86349 3.32980 -3.58718 0.459
H -3.79686 2.56557 -2.29003 0.335

***

79
Properties=species:S:1:pos:R:3:mulliken_charge:R:1 method="wB97M-V/def2-TZVPD" total_charge=+3 lumo_ev="-10.722 / -10.723" homo_ev="-13.6 / -13.6" energy_ha=-2249.6066
Ta -1.60673 -1.29380 0.45563 1.168
C 9.22488 7.41592 -0.17627 -0.839
O 7.80967 7.62961 -0.22544 -0.443
C 6.96401 6.62429 -0.17041 0.923
C 5.59568 6.96756 -0.22962 -0.716
C 4.63204 5.98875 -0.18096 -0.487
C 4.99005 4.63737 -0.07143 0.419
C 6.34656 4.30614 -0.01403 -0.618
C 7.33182 5.27093 -0.06094 -0.761
C 3.94260 3.64777 -0.02230 0.294
N 2.65055 3.94202 -0.06804 -0.814
C 2.00078 2.76700 -0.00323 0.813
C 2.90592 1.70011 0.08568 0.056
N 4.13812 2.28680 0.07345 -0.111
C 2.50573 0.33863 0.15394 0.106
C 3.36040 -0.77068 0.20830 -0.641
C 2.79841 -2.02417 0.23352 -1.066
C 1.41558 -2.18171 0.19862 0.553
N 0.54158 -1.15407 0.15320 -0.222
C 1.09999 0.10090 0.13479 0.641
C 0.16470 1.19110 0.05846 0.448
N -1.15042 0.83258 0.03583 -0.285
C -2.04948 1.81941 -0.04607 0.133
C -1.70675 3.16551 -0.11904 -1.271
C -0.37917 3.54545 -0.10932 -0.545
C 0.59491 2.54380 -0.01646 -0.002
H 9.63143 8.42155 -0.24556 0.246
H 9.51118 6.81004 -1.03903 0.356
H 9.46904 6.95260 0.78260 0.356
H 5.36124 8.01941 -0.31498 0.444
H 3.58172 6.23400 -0.22508 0.503
H 6.64446 3.26976 0.06912 0.246
H 8.37842 5.00384 -0.01726 0.446
H 5.02475 1.81386 0.12517 0.209
H 4.43349 -0.65474 0.21936 0.539
H 3.41496 -2.90942 0.26461 0.510
H 0.98246 -3.16205 0.19819 -0.265
H -3.08223 1.51289 -0.04079 0.517
H -2.49476 3.90046 -0.19058 0.486
H -0.08572 4.58308 -0.17133 0.669
C -4.37605 -3.17658 0.75129 -1.282
N -5.16357 -1.99879 0.45410 0.219
C -6.17497 -1.65985 1.45639 -1.204
C -4.88031 -1.20993 -0.55917 0.496
S -3.22348 -1.01931 -1.22278 -0.183
N -5.86673 -0.54192 -1.17298 0.052
C -5.67244 0.64548 -2.00024 -0.935
C -7.19406 -1.12022 -1.35311 -1.158
H -5.05784 -3.95835 1.09197 0.475
H -3.65562 -2.98540 1.55988 0.270
H -3.85836 -3.52352 -0.15091 0.535
H -5.71504 -1.81352 2.43355 0.430
H -7.05803 -2.29419 1.37575 0.367
H -6.45565 -0.61270 1.36265 0.390
H -4.88957 1.26976 -1.59358 0.330
H -6.60576 1.20715 -1.99114 0.416
H -5.42971 0.36598 -3.02842 0.387
H -7.16713 -2.17960 -1.12012 0.391
H -7.45075 -1.00184 -2.40632 0.455
H -7.93804 -0.61126 -0.74067 0.369
O -3.08183 -0.78811 1.75533 -0.541
C -2.24945 -0.41538 2.64626 -0.022
O -1.05085 -0.55463 2.32536 -0.517
H -2.57266 -0.00062 3.61328 0.441
C 0.55972 -6.05327 -0.78349 -1.584
C -0.84511 -5.88738 -0.18401 1.926
C -0.93416 -6.57800 1.18395 -1.530
C -1.90414 -6.44427 -1.14375 -1.560
C -1.08172 -4.46559 -0.00910 0.365
C -1.27031 -3.26393 0.12983 -0.425
H 0.75933 -7.11279 -0.92881 0.457
H 1.32354 -5.66563 -0.11107 0.345
H 0.64382 -5.55680 -1.74803 0.409
H -0.76297 -7.64299 1.04503 0.436
H -1.91763 -6.44941 1.63247 0.378
H -0.18283 -6.20029 1.87484 0.397
H -1.73313 -7.51018 -1.27574 0.446
H -1.85127 -5.96742 -2.12056 0.395
H -2.90712 -6.31720 -0.74026 0.368